# 1
Entry from the OMol25 dataset: a structure of composition C25H32FNiO2 at a distorted geometry (ωB97M-V with the def2-TZVPD basis set).

## Properties
- Expectation value of S²: 2.0464
- ΔE to the lowest compared entry with this formula, charge and spin: 0.0 kJ/mol
- Electronic energy: -74295.460 eV

ORCA input file:
```
! wB97M-V def2-TZVPD RIJCOSX def2/J DEFGRID3
* xyz -1 3
O -0.418 -0.471 -3.178
C -0.456 0.694 -4.091
C -0.089 -0.122 -5.332
H 0.314 1.414 -3.775
H -1.449 1.178 -4.159
C -0.178 -1.314 -4.359
H 0.895 0.127 -5.728
H -0.852 -0.164 -6.106
C 1.124 -2.084 -4.265
H 1.875 -1.526 -3.692
H 1.532 -2.297 -5.265
H 0.927 -3.041 -3.774
C -1.370 -2.216 -4.607
H -2.301 -1.651 -4.572
H -1.383 -2.976 -3.830
H -1.298 -2.722 -5.570
Ni -0.290 -0.959 2.039
C -2.945 -1.560 3.098
C -1.848 -0.623 3.210
C -1.841 0.189 1.965
H -1.549 -0.202 4.168
C -2.919 -0.323 1.149
C -3.520 -1.411 1.829
H -4.376 -1.992 1.483
H -3.317 -2.198 3.894
H -1.388 1.180 1.872
H -3.371 0.181 0.297
C 0.380 -2.587 3.072
C -0.377 -3.015 1.939
C 0.276 -2.546 0.761
H -1.254 -3.644 1.950
C 1.445 -1.827 1.157
C 1.528 -1.873 2.579
H 2.367 -1.500 3.167
H 0.134 -2.766 4.113
H -0.030 -2.746 -0.266
H 2.179 -1.391 0.480
O 1.950 1.662 -1.970
C 1.276 0.886 -0.951
C -0.091 1.556 -0.684
H 1.909 0.893 -0.032
H 1.184 -0.159 -1.299
C 0.043 2.999 -1.211
H -0.348 1.494 0.370
H -0.864 0.988 -1.214
C 1.394 3.002 -1.947
H 0.018 3.745 -0.410
H -0.769 3.206 -1.902
H 2.061 3.658 -1.382
H 1.318 3.361 -2.984
F 2.300 3.834 5.332
C 1.790 2.789 4.602
C 1.767 2.893 3.215
C 1.134 1.870 2.467
C 0.626 0.774 3.128
C 0.750 0.641 4.495
C 1.300 1.681 5.283
H 2.211 3.753 2.719
H 1.104 1.930 1.378
H 0.415 -0.279 4.975
H 1.368 1.608 6.369
*
```


# 2
Entry from the OMol25 dataset: a structure of composition C25H32IrN2O6P (ωB97M-V with the def2-TZVPD basis set).

## Properties
- Expectation value of S²: 6.0284
- Electronic energy: -53836.214 eV

ORCA input file:
```
! wB97M-V def2-TZVPD RIJCOSX def2/J DEFGRID3
* xyz 0 5
Ir -1.394 0.488 -1.016
O 1.958 -2.220 1.112
C 1.037 -1.806 0.406
O -0.077 -1.145 1.073
C 0.831 -1.945 -0.976
C 1.699 -2.822 -1.692
C 1.445 -3.111 -2.998
C 0.319 -2.534 -3.630
C -0.438 -1.648 -2.909
N -0.193 -1.312 -1.632
C -1.641 -0.969 -3.524
O -1.867 -1.048 -4.712
O -2.366 -0.290 -2.663
H 2.527 -3.257 -1.151
H 2.094 -3.785 -3.544
H 0.043 -2.737 -4.655
C 0.537 -3.315 3.363
C 0.821 -1.848 3.700
C 0.472 -1.546 5.169
P 0.024 -0.653 2.587
C 0.888 0.949 2.619
C 1.077 1.561 4.013
C 2.232 0.920 1.880
C -1.743 -0.435 2.942
C -2.451 -1.784 3.116
C -2.085 0.555 4.061
H 1.115 -3.938 4.051
H 0.849 -3.555 2.350
H -0.513 -3.571 3.492
H 1.882 -1.665 3.528
H -0.542 -1.867 5.410
H 0.568 -0.496 5.435
H 1.154 -2.109 5.808
H 0.197 1.570 2.036
H 1.871 1.049 4.560
H 0.176 1.561 4.622
H 1.386 2.600 3.889
H 2.942 0.238 2.346
H 2.649 1.930 1.918
H 2.133 0.638 0.835
H -2.078 -0.003 2.000
H -2.241 -2.238 4.085
H -2.188 -2.492 2.328
H -3.527 -1.613 3.058
H -1.637 0.281 5.017
H -3.168 0.559 4.199
H -1.786 1.573 3.809
O -1.393 4.041 1.300
C -1.326 2.938 0.874
N -1.232 1.811 0.483
C -2.607 2.660 -4.550
C -1.445 2.446 -3.628
O -1.643 2.417 -2.422
C -0.088 2.247 -4.217
C 0.945 1.681 -3.470
C 2.207 1.529 -4.017
C 2.458 1.966 -5.313
C 1.438 2.533 -6.063
C 0.169 2.661 -5.522
H -3.523 2.654 -3.967
H -2.638 1.860 -5.293
H -2.514 3.616 -5.073
H 0.751 1.339 -2.465
H 2.996 1.069 -3.435
H 3.448 1.862 -5.739
H 1.628 2.868 -7.075
H -0.624 3.087 -6.122
*
```